A cluster of 2 separate species, C33H42N2O2PS in total. Source: the Open Molecules 2025 dataset; level of theory: the ωB97M-V functional and the def2-TZVPD basis.

Structure (ORCA input):
```
! RIJCOSX wB97M-V def2-TZVPD def2/J DEFGRID3
* xyz 1 1
C 6.6838 -5.0603 1.6896
C 6.6077 -3.9851 1.1539
C 6.4447 -2.7768 0.3403
C 5.1213 -2.8482 -0.4833
C 4.0886 -1.7480 -0.1105
C 3.7440 -0.9250 -1.3318
C 4.5766 0.1227 -1.7606
C 5.8755 0.5411 -1.0758
C 5.8537 0.9159 0.3890
C 6.0139 2.2251 0.8151
C 4.2173 0.8244 -2.9083
C 3.0840 0.5332 -3.6472
C 2.2749 -0.5033 -3.2334
C 2.5976 -1.2214 -2.0728
C 1.6559 -2.3268 -1.7185
O 1.9847 -3.4103 -1.3057
C 0.2054 -2.0053 -1.9713
C -0.8207 -2.3761 -1.1009
N -0.5390 -3.0783 0.0908
C -0.3138 -2.3796 1.1266
C -0.1274 -3.1012 2.4364
C -0.2502 -0.8649 1.1615
C -2.1275 -2.0378 -1.4347
C -2.4197 -1.3283 -2.5976
P -4.1406 -0.9083 -2.9181
S -4.9279 -1.8243 -4.4252
C -1.3975 -0.9561 -3.4609
C -0.0992 -1.2877 -3.1290
C 1.0573 -0.8951 -3.9994
O 1.0059 -0.9262 -5.2022
H 6.6002 -5.9615 2.2468
H 6.4001 -1.9169 1.0068
H 7.3045 -2.6965 -0.3235
H 4.6858 -3.8363 -0.3736
H 5.3827 -2.7231 -1.5343
H 4.4256 -1.1381 0.7217
H 3.1819 -2.2455 0.2237
H 6.2172 1.4330 -1.5957
H 6.6492 -0.2103 -1.2532
H 5.7539 0.1709 1.1744
H 5.2358 2.9807 0.7493
H 6.9524 2.4790 1.3064
H 4.8573 1.6250 -3.2595
H 2.8449 1.0856 -4.5455
H -1.1005 -3.2793 2.8979
H 0.3399 -4.0635 2.2424
H 0.4773 -2.5083 3.1192
H 0.4834 -0.4779 0.4538
H -1.2366 -0.4569 0.9283
H 0.0283 -0.5193 2.1546
H -2.9161 -2.3537 -0.7605
H -4.8878 -1.1171 -1.7408
H -4.1497 0.4967 -3.0810
H -1.6179 -0.4200 -4.3755
C -3.3144 5.3661 2.5675
C -3.6960 3.9958 3.1369
C -3.4080 2.8072 2.2236
N -4.5136 2.4359 1.2608
C -4.9923 3.6072 0.4699
C -3.9854 1.3711 0.3071
C -4.2878 0.0589 0.9996
C -5.6712 0.2966 1.5960
C -5.6762 1.7721 1.9995
H -4.0117 5.7261 1.8136
H -3.3056 6.1076 3.3644
H -2.3179 5.3439 2.1241
H -4.7370 3.9998 3.4693
H -3.0907 3.8456 4.0319
H -3.2385 1.9144 2.8241
H -2.5136 2.9909 1.6290
H -4.1360 4.0938 0.0097
H -5.5244 4.2858 1.1289
H -5.6765 3.2482 -0.2947
H -4.5420 1.4537 -0.6252
H -2.9287 1.5429 0.1170
H -3.5528 -0.1478 1.7798
H -4.2788 -0.7772 0.3068
H -5.8745 -0.3581 2.4401
H -6.4462 0.1098 0.8519
H -5.5255 1.9072 3.0666
H -6.5959 2.2683 1.7035
*
```

Computed properties:
- Max |F|: 2.16 eV Å⁻¹
- E_LUMO: -0.0985 Ha

Löwdin atomic charge list, values in e, 4 entries: 0.1095, -0.1483, -0.1964, -0.1382